*one*
Density functional theory data (wB97M-V/def2-TZVPD) for a cluster of 2 separate species, H4N2O3 in total.

Bonds (Å) are listed after each position.
Atoms and positions in Å:
1 O -0.3594 1.5875 -1.1557  O2 1.260, N5 1.264
2 O 0.7722 1.1411 -0.8271  O1 1.260
3 O 1.4343 -1.5279 1.2673  N4 1.443, H6 0.965
4 N 0.1216 -0.9901 1.0027  O3 1.443, H8 0.997, H9 1.110
5 N -1.4149 0.8916 -1.1701  O1 1.264, H7 1.135
6 H 1.7833 -0.7163 1.6550  O3 0.965
7 H -2.1972 1.6486 -1.4912  N5 1.135
8 H -0.3815 -1.7368 0.5751  N4 0.997
9 H 0.2417 -0.2976 0.1440  N4 1.110

Properties
LUMO (alpha / beta) = -1.81 / -1.84 eV
orbital gap (alpha / beta) = 6.9 / 6.9 eV

natural (NBO) population analysis, charges in e, atoms 1 to 8: atom 1 (O): 0.135, atom 2 (O): -0.268, atom 3 (O): -0.592, atom 4 (N): -0.565, atom 5 (N): -0.157, atom 6 (H): 0.458, atom 7 (H): 0.333, atom 8 (H): 0.328



*two*
Density functional theory data (wB97M-V/def2-TZVPD) for a cluster of 2 separate species, H4N2O3 in total.

Bonds (Å) are listed after each position.
Atoms and positions in Å:
1 O -1.7446 -0.0781 0.5037  O3 1.366, N5 1.381
2 O 0.5817 -0.7381 -0.6212  N4 1.282
3 O -0.4806 -0.1274 1.0199  O1 1.366
4 N 1.7715 -0.9392 -0.1894  O2 1.282, H7 0.967, H9 0.962
5 N -1.7346 0.9784 -0.3858  O1 1.381, H6 0.991, H8 1.027
6 H -0.9226 0.7000 -0.8816  N5 0.991
7 H 1.8597 -1.6661 0.4420  N4 0.967
8 H -1.7284 1.8803 0.1062  N5 1.027
9 H 2.4735 -0.2967 -0.3277  N4 0.962

Properties
LUMO (alpha / beta) = 0.12 / -0.23 eV
orbital gap (alpha / beta) = 10.0 / 9.0 eV

natural (NBO) population analysis, charges in e, atoms 1 to 8: atom 1 (O): -0.081, atom 2 (O): -0.312, atom 3 (O): -0.162, atom 4 (N): -0.326, atom 5 (N): -0.529, atom 6 (H): 0.368, atom 7 (H): 0.349, atom 8 (H): 0.346



*three*
Density functional theory data (wB97M-V/def2-TZVPD) for the molecule H4N2O3.

Bonds (Å) are listed after each position.
Atoms and positions in Å:
1 O 1.0429 -0.6732 0.6019  O2 1.584, N5 1.313
2 O -0.2208 -1.4228 0.0089  O1 1.584, O3 1.371
3 O -1.1021 -0.5664 -0.5990  O2 1.371, N4 1.381
4 N -2.0582 -0.0208 0.2355  O3 1.381, H6 1.019, H9 1.017
5 N 1.8696 -0.2344 -0.3184  O1 1.313, H7 1.021, H8 1.017
6 H -1.6477 0.7209 0.8016  N4 1.019
7 H 1.4827 0.4807 -0.9360  N5 1.021
8 H 2.3713 -0.9652 -0.8170  N5 1.017
9 H -2.4602 -0.7364 0.8365  N4 1.017

Properties
LUMO = 1.11 eV
structure (SMILES) = NOOON
orbital gap = 10.8 eV

natural (NBO) population analysis, charges in e, atoms 1 to 8: atom 1 (O): -0.168, atom 2 (O): -0.108, atom 3 (O): -0.138, atom 4 (N): -0.509, atom 5 (N): -0.452, atom 6 (H): 0.340, atom 7 (H): 0.346, atom 8 (H): 0.344



*four*
Density functional theory data (wB97M-V/def2-TZVPD) for the molecule H4N2O3.

Bonds (Å) are listed after each position.
Atoms and positions in Å:
1 O 1.2493 1.0910 0.3406  N4 1.428, H6 0.969
2 O 1.2027 -0.6494 -1.1266  N4 1.242
3 O -1.7915 -0.1340 0.6397  N5 1.387, H7 0.977
4 N 0.9047 -0.2559 0.0127  O1 1.428, O2 1.242, N5 1.727, H9 1.031
5 N -0.7920 -0.3295 -0.3026  O3 1.387, N4 1.727, H8 1.021
6 H 0.9343 1.6171 -0.4099  O1 0.969
7 H -2.0666 0.7970 0.5288  O3 0.977
8 H -0.8361 -1.3271 -0.5152  N5 1.021
9 H 1.1953 -0.8092 0.8325  N4 1.031

Properties
LUMO = 0.77 eV
structure (SMILES) = [O-][N@@H+](O)NO
orbital gap = 10.1 eV

natural (NBO) population analysis, charges in e, atoms 1 to 8: atom 1 (O): -0.571, atom 2 (O): -0.537, atom 3 (O): -0.562, atom 4 (N): 0.279, atom 5 (N): -0.261, atom 6 (H): 0.481, atom 7 (H): 0.473, atom 8 (H): 0.341



Relative energies, unit hartree: *one* 0.0828; *two* 0.0726; *three* 0.0522; *four* 0.0000